{"formula": "C29H42As2Cl6CuF36O3Pt", "method": "ωB97M-V with the def2-TZVPD basis set", "elements": ["Pt", "Cu", "As", "F", "F", "F", "F", "F", "F", "As", "F", "F", "F", "F", "F", "F", "C", "C", "C", "F", "F", "F", "F", "O", "C", "C", "F", "F", "F", "F", "H", "H", "H", "H", "C", "C", "C", "F", "F", "F", "F", "O", "C", "C", "F", "F", "F", "F", "H", "H", "H", "H", "C", "C", "C", "F", "F", "F", "F", "O", "C", "C", "F", "F", "F", "F", "H", "H", "H", "H", "C", "C", "C", "C", "C", "C", "H", "H", "H", "H", "H", "H", "H", "H", "H", "H", "H", "H", "H", "H", "C", "C", "C", "C", "C", "C", "H", "H", "H", "H", "H", "H", "H", "H", "H", "H", "H", "H", "H", "H", "C", "Cl", "Cl", "Cl", "H", "C", "Cl", "Cl", "Cl", "H"], "positions_angstrom": [[-3.468187, -1.264540, -3.890124], [0.394153, -3.411640, -0.943284], [-0.489627, -3.547770, -4.867224], [0.336503, -3.216510, -3.296424], [0.424323, -2.333060, -5.734864], [-1.510407, -3.905420, -6.341324], [-1.536257, -4.786090, -4.059194], [-1.665097, -2.239770, -4.402274], [0.622813, -4.854820, -5.286484], [-1.616807, 0.090420, -1.301334], [-3.082267, -0.789740, -1.894204], [-0.947507, -0.213290, -2.938954], [-0.187807, 0.916530, -0.736704], [-2.443747, 0.318990, 0.267466], [-0.898147, -1.476980, -0.835734], [-2.290177, 1.620270, -1.934544], [4.390963, -0.697100, -2.230374], [3.712503, -1.596070, -1.114204], [3.319573, -0.757730, 0.159656], [2.167933, -0.140160, -0.076524], [3.106853, -1.612330, 1.203666], [2.655783, -2.351610, -1.508534], [4.589753, -2.518050, -0.715654], [3.655923, 0.517890, -2.515684], [2.538283, 0.270310, -3.381074], [1.741753, 1.599030, -3.440284], [2.488413, 2.603610, -3.885804], [0.677833, 1.603430, -4.159204], [2.887523, -0.136120, -4.631074], [1.715023, -0.635120, -2.893164], [4.560593, -1.291760, -3.127984], [5.379293, -0.361940, -1.915784], [4.101663, -0.023240, 0.351936], [1.382883, 1.948150, -2.472084], [2.815083, -4.947470, 1.250076], [3.206483, -6.232780, 0.593656], [3.446993, -5.948880, -0.913274], [2.356823, -5.435750, -1.522054], [4.453113, -5.109170, -1.184504], [4.330213, -6.667920, 1.109366], [2.339863, -7.243490, 0.866056], [1.531843, -4.426990, 0.864166], [0.664403, -3.952330, 1.928436], [-0.158837, -4.996750, 2.675816], [0.535713, -5.999910, 3.199126], [-1.047007, -4.630710, 3.604596], [1.416833, -3.196270, 2.761616], [-0.205087, -3.107410, 1.369086], [3.503823, -4.107140, 1.162956], [2.812523, -5.222960, 2.304686], [3.732523, -6.800150, -1.531254], [-0.767447, -5.569740, 1.976256], [-4.218317, 1.913690, -4.521994], [-3.023997, 1.854790, -5.491674], [-2.290877, 3.233840, -5.523024], [-3.042927, 4.304330, -5.712224], [-1.572817, 3.407090, -4.400814], [-2.281247, 0.807560, -5.088714], [-3.381357, 1.576440, -6.772944], [-4.544427, 0.712650, -3.914124], [-5.867367, 0.618810, -3.423964], [-6.260707, 1.645400, -2.309744], [-6.422257, 2.875800, -2.749234], [-7.317187, 1.210530, -1.650114], [-6.719027, 0.559010, -4.484474], [-5.803217, -0.641450, -2.996024], [-5.042047, 2.165250, -5.190044], [-4.031517, 2.610050, -3.704504], [-1.549617, 3.279350, -6.320874], [-5.409547, 1.755950, -1.637874], [-4.553877, -0.524550, 6.498426], [-3.031097, -0.266650, 6.789286], [-2.264457, 0.417110, 5.622216], [-0.754657, 0.444390, 5.665516], [0.018173, 0.902200, 4.478576], [-0.049957, -0.009490, 3.275376], [-5.070167, -0.851980, 7.400836], [-4.812367, -1.226680, 5.705786], [-4.904797, 0.428980, 6.103796], [-3.068257, 0.417790, 7.636786], [-2.529187, -1.209320, 7.007396], [-2.615677, 1.445840, 5.541906], [-2.534817, -0.055270, 4.677826], [-0.511117, 1.175850, 6.436066], [-0.418077, -0.565960, 5.897896], [-0.330487, 1.920190, 4.304696], [1.079933, 0.870690, 4.723066], [0.717333, 0.191250, 2.527666], [-0.021547, -1.048710, 3.602966], [-0.979897, 0.184220, 2.740776], [6.385713, 6.169300, 0.338926], [5.608253, 4.925150, 0.664226], [4.466853, 4.589400, -0.358284], [3.501983, 3.475190, 0.034546], [2.560543, 3.842440, 1.187106], [1.701833, 2.684490, 1.617766], [7.132343, 6.286040, 1.124416], [5.710263, 7.024710, 0.327336], [6.909893, 6.111780, -0.615024], [6.264593, 4.068320, 0.816416], [5.135523, 5.031380, 1.640616], [4.959353, 4.266490, -1.275504], [3.951133, 5.526000, -0.570174], [2.954993, 3.061260, -0.812544], [4.120103, 2.686590, 0.463676], [3.121733, 4.244860, 2.030436], [1.852143, 4.565890, 0.783506], [2.368123, 1.862120, 1.878296], [1.043533, 2.953100, 2.443956], [1.040433, 2.430840, 0.789326], [-4.397167, -2.091910, 1.867466], [-3.603817, -3.635090, 1.569466], [-5.641937, -2.386910, 3.080406], [-5.081367, -1.334420, 0.394756], [-3.656307, -1.374400, 2.220186], [-2.876607, 2.872050, 2.234056], [-4.104027, 1.857100, 2.970246], [-2.069367, 3.825580, 3.511996], [-3.553827, 3.996230, 1.010916], [-2.073577, 2.205470, 1.919546]], "atomic_forces_ev_per_a": [[0.2, 0.6, -0.7], [0.4, 0.1, -0.4], [0.7, -4.3, -2.4], [-0.7, -0.1, -0.9], [-0.9, -0.9, 1.2], [1.3, 1.1, 2.0], [1.0, 2.0, -0.2], [-0.8, 0.3, 0.2], [-0.8, 1.7, 0.6], [2.2, 2.2, 0.7], [-0.4, -0.2, 0.6], [-1.0, 0.2, 1.5], [-1.2, -0.7, -0.5], [0.9, -0.6, -2.0], [-0.8, 0.7, -0.1], [0.1, -1.7, 0.6], [-0.8, -0.2, 0.2], [0.5, 1.2, 0.5], [0.3, -0.9, -1.0], [-0.7, 0.4, -0.1], [0.4, 0.3, -0.2], [-0.6, 0.1, -0.3], [1.3, -0.2, 0.2], [-1.3, -1.7, -1.3], [0.7, 2.0, 0.0], [1.2, 1.3, 2.7], [1.6, 0.7, -0.8], [-2.6, -1.3, -2.6], [0.3, 0.1, 0.8], [-0.4, -0.8, 0.3], [-0.3, -0.1, -0.1], [-0.2, -0.1, 0.4], [0.0, -0.1, 0.5], [0.5, -0.8, 0.8], [-0.3, 0.9, 2.2], [-0.6, 0.6, -1.6], [0.4, -2.2, -2.1], [-1.1, 0.5, 0.4], [0.5, 0.9, 1.2], [1.9, 0.2, 0.6], [-0.7, 0.7, -0.9], [-2.6, 0.2, 1.0], [2.3, 0.8, 0.6], [-2.1, -3.0, -1.3], [2.1, -0.2, 0.9], [0.4, 1.7, 0.4], [-0.2, -0.6, 0.0], [-0.3, -0.1, -0.9], [0.4, -0.5, -0.5], [-0.2, 0.2, 0.2], [-0.4, -0.8, 0.7], [-0.2, 0.8, -1.1], [0.1, 2.0, -1.5], [-1.1, 0.6, 0.4], [2.9, -0.5, -0.8], [-1.7, 0.1, 0.3], [-0.4, -0.3, 0.9], [1.3, 0.0, 0.0], [-0.3, 0.1, 0.5], [-0.2, -1.5, 0.5], [-0.4, -0.7, -2.1], [1.9, -0.5, 1.0], [-0.9, 0.8, -1.4], [-0.7, -0.3, -0.2], [0.5, 0.9, 0.9], [-0.6, -1.1, 1.5], [-0.2, 0.6, 0.4], [0.1, 0.4, -0.4], [-0.1, -0.7, -0.4], [0.3, -0.8, 0.4], [1.1, 0.5, -0.5], [-0.5, -0.2, -1.0], [-0.9, 0.0, -0.6], [-0.2, -0.4, 1.5], [0.5, 0.1, -0.6], [-0.9, 0.4, -0.6], [-0.1, 0.3, 0.0], [0.5, -0.3, 0.0], [-0.6, 0.1, 0.4], [0.6, -0.3, 0.3], [0.0, 0.1, 0.5], [-0.2, 0.1, -0.1], [-0.4, -0.3, -0.1], [0.4, -0.5, 0.6], [0.2, 0.0, 0.6], [0.5, 0.1, -0.6], [0.0, 0.7, 0.5], [0.2, -0.1, 0.2], [0.1, -0.1, -0.2], [-0.4, -0.4, -0.1], [0.1, 0.0, 0.2], [-1.5, -1.0, -0.1], [1.0, 0.1, 0.0], [0.5, 0.2, 1.4], [-0.5, 0.4, -0.9], [0.0, 0.0, -0.1], [0.1, 0.4, -0.1], [0.2, 0.2, 0.0], [-0.1, 0.0, -0.1], [0.1, -0.2, -0.4], [0.0, 0.3, 0.2], [0.0, 0.2, -0.3], [-0.2, 0.0, -0.1], [0.0, 0.1, -0.1], [0.2, -0.6, -0.3], [-0.1, 0.2, -0.1], [0.2, 0.7, 0.3], [-0.4, -0.4, 0.2], [0.2, -0.1, 0.2], [0.1, -0.5, 0.0], [-0.1, 0.2, 0.2], [0.2, 0.1, -0.5], [0.0, 0.4, -0.2], [-0.1, -0.5, 0.3], [-0.2, -0.2, 0.2], [0.5, 0.5, 0.8], [-0.4, -0.1, -0.3], [-0.2, 0.2, -0.1], [0.4, -0.9, 0.3], [-0.4, 0.3, -0.9]], "energy_ev": -379416.4376, "homo_energy_ev": [-12.24, -12.24], "orbital_gap_ev": [6.4416, 4.1275], "max_force_ha_per_bohr": 0.0962, "total_charge": 1, "spin_multiplicity": 3}